[1]
A 2-piece molecular cluster, C3H2F2O overall in a non-equilibrium geometry, computed with ωB97M-V/def2-TZVPD.

```
8
Properties=species:S:1:pos:R:3
F -2.681 1.355 -0.075
C -2.111 0.220 0.104
C -1.677 -0.870 -0.149
F -1.117 -2.015 0.038
C 1.896 0.327 0.020
O 0.974 1.078 0.104
H 1.820 -0.747 0.273
H 2.897 0.650 -0.314
```

Output
- HOMO-LUMO gap: 10.68 eV
- DFT total energy: -10620.793 eV
- E_HOMO: -0.3683 Ha
- Maximum force: 1.02 eV/A
- SMILES string: FC#CF.C=O
- Energy relative to the best compared isomer or geometry (same formula, charge and spin): 403.6 kJ/mol



[2]
One molecule with the formula C3H2F2O in a non-equilibrium geometry, computed with ωB97M-V/def2-TZVPD.

```
8
Properties=species:S:1:pos:R:3
C -0.650 -0.513 0.215
C -1.210 0.721 0.260
C 1.424 0.403 -0.204
O 0.667 -0.496 0.260
F -2.539 0.521 0.220
F 2.615 0.608 0.360
H -0.946 -1.531 0.320
H 1.052 1.013 -0.931
```

Output
- HOMO-LUMO gap: 7.56 eV
- DFT total energy: -10620.042 eV
- E_HOMO: -0.3183 Ha
- Maximum force: 6.13 eV/A
- Energy relative to the best compared isomer or geometry (same formula, charge and spin): 476.0 kJ/mol



[3]
A 2-piece molecular cluster, C3H2F3N overall in a non-equilibrium geometry, computed with ωB97M-V/def2-TZVPD.

```
9
Properties=species:S:1:pos:R:3
C -0.336 -0.574 0.557
C 0.442 -0.315 -0.584
C 2.773 -0.065 -0.011
N -0.094 -1.599 -0.164
F 3.398 -1.236 -0.015
F 3.311 0.759 -0.917
F 2.827 0.490 1.201
H -0.805 -0.234 1.450
H 0.335 0.217 -1.502
```

Output
- HOMO-LUMO gap (spin up / spin down): 9.18 / 9.18 eV
- DFT total energy: -12781.074 eV
- E_HOMO (spin up / spin down): -0.3246 / -0.3246 Ha
- Maximum force: 4.33 eV/A
- Energy relative to the best compared isomer or geometry (same formula, charge and spin): 286.0 kJ/mol



[4]
One molecule with the formula C3H2F3NO in a non-equilibrium geometry, computed with ωB97M-V/def2-TZVPD.

```
10
Properties=species:S:1:pos:R:3
F 2.304 1.468 0.001
C 1.245 0.723 0.000
N 1.257 -0.538 0.000
C -0.105 -0.945 0.000
F -0.402 -1.710 1.072
F -0.401 -1.711 -1.072
C -0.920 0.384 0.000
O 0.088 1.382 -0.001
H -1.534 0.474 -0.898
H -1.532 0.474 0.899
```

Output
- HOMO-LUMO gap: 12.12 eV
- DFT total energy: -14833.390 eV
- E_HOMO: -0.4189 Ha
- Maximum force: 1.04 eV/A
- SMILES string: FC1=NC(F)(F)CO1
- Energy relative to the best compared isomer or geometry (same formula, charge and spin): 0.0 kJ/mol



[5]
One molecule with the formula C3H2F3NO in a non-equilibrium geometry, computed with ωB97M-V/def2-TZVPD.

```
10
Properties=species:S:1:pos:R:3
O 0.454 -2.045 0.281
C 0.169 -1.348 -0.669
C 0.168 0.187 -0.456
N 0.689 0.283 0.785
F 1.629 1.248 1.018
C -0.856 0.667 0.492
F -1.870 -0.108 0.829
F -1.027 1.968 0.383
H -0.050 -1.772 -1.666
H 0.693 0.919 -0.997
```

Output
- HOMO-LUMO gap: 10.37 eV
- DFT total energy: -14827.791 eV
- E_HOMO: -0.3649 Ha
- Maximum force: 6.68 eV/A
- SMILES string: O=C[C@@H]1N(F)C1(F)F
- Energy relative to the best compared isomer or geometry (same formula, charge and spin): 540.2 kJ/mol



[6]
One molecule with the formula C3H2F3P3 in a non-equilibrium geometry, computed with ωB97M-V/def2-TZVPD.

```
11
Properties=species:S:1:pos:R:3
C -0.546 -0.174 1.572
C 0.248 -1.091 1.042
C 1.304 -1.536 0.378
F 2.491 -0.914 0.424
F 1.430 -2.589 -0.338
F 0.639 -0.147 -1.668
P -1.365 1.403 1.045
P -0.495 0.979 -2.796
P -1.246 1.573 -0.955
H -0.752 -0.277 2.612
H -1.708 2.774 -1.314
```

Output
- HOMO-LUMO gap (spin up / spin down): 6.58 / 6.58 eV
- DFT total energy: -39157.168 eV
- E_HOMO (spin up / spin down): -0.2999 / -0.2998 Ha
- Maximum force: 4.16 eV/A
- Energy relative to the best compared isomer or geometry (same formula, charge and spin): 404.4 kJ/mol



What is the formula in the third record?
C3H2F3N



DFT total energy of number 2 (C3H2F2O)?
-10620.042 eV



Number 4 is which compound?
C3H2F3NO